Record 1
The following is a quantum chemistry calculation of a 2-piece molecular cluster, C2HBrF2O overall in a non-equilibrium geometry, from the OMol25 dataset.

The orbital gap (spin up / spin down) comes out at 7.61 / 7.86 eV. The value obtained for the HOMO energy (spin up / spin down) is -0.2969 / -0.3012 Eh. As for the spin multiplicity: 1. Its net charge is 0.

Geometry (Å):
C  0.9020  0.3882  -0.4933
C  1.1441  -2.0688  -1.3680
O  1.4837  0.9619  0.3336
F  1.3866  -2.0378  -2.6894
F  -0.1215  -2.5637  -1.0937
Br  2.5151  -2.8965  -0.5341
H  0.1645  0.4847  -1.2606

Mulliken population analysis, charges in e, atoms 1 to 6: C 0.18; C 0.19; O -0.27; F -0.17; F -0.19; Br -0.07



Record 2
The following is a quantum chemistry calculation of C2HBrF2S as an isolated structure in a non-equilibrium geometry, from the OMol25 dataset.

The orbital gap comes out at 9.46 eV. The value obtained for the HOMO energy is -0.3542 Eh. As for the spin multiplicity: 1. Its net charge is 0.

Geometry (Å):
C  -0.6686  -0.9715  1.6058
C  0.2034  0.3703  -1.1159
F  -0.2817  1.5429  -1.6072
F  1.1301  -0.1556  -1.8612
S  -0.7934  -1.3301  3.0835
Br  1.0227  0.8005  0.6206
H  -0.6124  -0.2566  -0.7256

Mulliken population analysis, charges in e, atoms 1 to 6: C -0.08; C 0.46; F -0.20; F -0.17; S -0.06; Br -0.11



Record 3
The following is a quantum chemistry calculation of a 2-piece molecular cluster, C2HBrN2O overall in a non-equilibrium geometry, from the OMol25 dataset.

The orbital gap (spin up / spin down) comes out at 7.34 / 6.67 eV. The value obtained for the HOMO energy (spin up / spin down) is -0.2367 / -0.3406 Eh. As for the spin multiplicity: 3. Its net charge is 0.

Geometry (Å):
C  0.4352  -0.2851  -0.9634
C  0.3904  -2.6713  1.3297
N  0.4863  -1.4114  -0.8965
N  -0.0922  -1.8062  2.0037
O  -0.4046  -0.6714  2.2379
Br  0.8674  -4.3374  1.5059
H  0.5935  0.8111  -1.1031

Mulliken population analysis, charges in e, atoms 1 to 6: C 0.10; C 0.13; N -0.33; N 0.26; O -0.41; Br 0.00



Record 4
The following is a quantum chemistry calculation of a 2-piece molecular cluster, C2HBrN2O2 overall in a non-equilibrium geometry, from the OMol25 dataset.

The orbital gap (spin up / spin down) comes out at 8.56 / 4.90 eV. The value obtained for the HOMO energy (spin up / spin down) is -0.3661 / -0.3259 Eh. As for the spin multiplicity: 1. Its net charge is 0.

Geometry (Å):
C  0.9340  1.9394  -0.1776
C  -0.7539  -1.3598  0.1876
N  1.9487  2.4264  -0.1421
N  0.2385  -1.2295  -0.4189
O  1.0944  -0.9011  -1.0463
O  -0.1929  1.5493  0.1259
Br  -1.9392  0.0009  1.1154
H  -1.3296  -2.4257  0.3561

Mulliken population analysis, charges in e, atoms 1 to 6: C 0.55; C -0.08; N -0.28; N 0.50; O -0.53; O -0.31



Record 5
The following is a quantum chemistry calculation of a 2-piece molecular cluster, C2HBrN2O2 overall in a non-equilibrium geometry, from the OMol25 dataset.

The orbital gap (spin up / spin down) comes out at 7.47 / 9.03 eV. The value obtained for the HOMO energy (spin up / spin down) is -0.3405 / -0.3923 Eh. As for the spin multiplicity: 1. Its net charge is 0.

Geometry (Å):
C  0.9141  0.7194  1.4558
C  1.1217  0.7251  0.0997
N  0.6270  0.5212  2.5952
N  -2.0090  -0.7392  -1.1291
O  -2.3007  -1.8594  -0.8646
O  -1.1058  0.0243  -0.9418
Br  2.1724  -0.6424  -0.6712
H  0.5803  1.2511  -0.5439

Mulliken population analysis, charges in e, atoms 1 to 6: C 0.47; C -0.51; N -0.37; N 0.71; O -0.37; O -0.37



Record 6
The following is a quantum chemistry calculation of one molecule with the formula C2HBrN2O2 in a non-equilibrium geometry, from the OMol25 dataset.

The orbital gap (spin up / spin down) comes out at 7.55 / 7.55 eV. The value obtained for the HOMO energy (spin up / spin down) is -0.3294 / -0.3294 Eh. As for the spin multiplicity: 1. Its net charge is 0.

Geometry (Å):
C  0.6966  -0.8179  -0.0452
C  -0.5247  -1.0753  0.5834
N  1.4477  0.2549  -0.2164
N  -0.5303  1.3263  0.0442
O  -1.2005  2.3036  0.1633
O  0.7849  1.4373  -0.2280
Br  -2.0591  -1.8103  -0.0570
H  1.3853  -1.6186  -0.2445

Mulliken population analysis, charges in e, atoms 1 to 6: C 0.17; C -0.10; N -0.29; N 0.26; O -0.43; O -0.04



Record 7
The following is a quantum chemistry calculation of a 2-piece molecular cluster, C2HBrN2O2 overall in a non-equilibrium geometry, from the OMol25 dataset.

The orbital gap (spin up / spin down) comes out at 8.51 / 5.76 eV. The value obtained for the HOMO energy (spin up / spin down) is -0.3397 / -0.4104 Eh. As for the spin multiplicity: 3. Its net charge is 0.

Geometry (Å):
C  1.1477  -1.2725  0.1228
C  -0.5551  -0.0692  -0.4498
N  2.0217  -1.9473  0.3692
N  -0.1608  1.1335  0.2512
O  0.6015  1.8514  -0.3500
O  -0.6077  1.3132  1.3554
Br  -2.0504  -0.9388  0.2203
H  -0.3967  -0.0701  -1.5191

Mulliken population analysis, charges in e, atoms 1 to 6: C 0.00; C -0.26; N -0.30; N 0.90; O -0.40; O -0.38



Record 8
The following is a quantum chemistry calculation of one molecule with the formula C2HBrN2S2 in a non-equilibrium geometry, from the OMol25 dataset.

The orbital gap (spin up / spin down) comes out at 6.39 / 6.30 eV. The value obtained for the HOMO energy (spin up / spin down) is -0.3000 / -0.2944 Eh. As for the spin multiplicity: 1. Its net charge is 0.

Geometry (Å):
C  0.8548  0.7114  0.5082
C  -0.6395  -0.8316  -0.4296
N  -1.2203  0.8694  1.5920
N  0.5027  -0.1044  -0.4199
S  -0.8681  -2.2502  -1.2552
S  -1.6567  -0.4501  1.0137
Br  1.8364  2.3192  0.1258
H  1.1907  -0.2638  -1.1350

Mulliken population analysis, charges in e, atoms 1 to 6: C -0.10; C 0.28; N -0.29; N -0.01; S -0.29; S 0.24



Record 9
The following is a quantum chemistry calculation of a 2-piece molecular cluster, C2HBrO3 overall in a non-equilibrium geometry, from the OMol25 dataset.

The orbital gap comes out at 10.88 eV. The value obtained for the HOMO energy is -0.3908 Eh. As for the spin multiplicity: 1. Its net charge is 0. Its SMILES is O=C=O.O=CBr.

Geometry (Å):
C  1.4133  -2.0228  0.1778
C  0.3512  0.9950  0.0586
O  2.1227  -2.8830  0.1942
O  0.8323  1.5025  1.0172
O  0.6721  -1.2012  0.2314
Br  1.4898  0.7366  -1.6249
H  -0.7115  0.9493  -0.2599

Mulliken population analysis, charges in e, atoms 1 to 6: C 0.60; C 0.24; O -0.30; O -0.35; O -0.29; Br -0.24



Record 10
The following is a quantum chemistry calculation of a 2-piece molecular cluster, C2HCl2NO2 overall in a non-equilibrium geometry, from the OMol25 dataset.

The orbital gap comes out at 7.14 eV. The value obtained for the HOMO energy is -0.3661 Eh. As for the spin multiplicity: 1. Its net charge is 0.

Geometry (Å):
C  1.5735  -0.1816  0.5613
C  0.4023  0.3962  -0.0634
N  2.5554  -0.5448  0.9624
O  -1.9108  0.6703  0.0970
O  -0.6845  0.4009  0.7192
Cl  -0.2610  -1.9985  -1.1014
Cl  0.7632  1.3803  -1.3769
H  -2.4381  -0.1228  0.2017

Mulliken population analysis, charges in e, atoms 1 to 6: C 0.20; C 0.40; N -0.21; O -0.31; O -0.02; Cl -0.42



DFT total energy list, top to bottom, in Eh: -2925.64705; -3248.63920; -2835.30680; -2910.55561; -2910.61054; -2910.52407; -2910.47144; -3556.50938; -2876.54140; -1202.22723
Energy above the lowest of the compared OMol25 structures with the same formula, charge and spin list, top to bottom, in eV: 3.704; 1.967; 1.076; 6.368; 4.873; 7.226; 5.609; 5.293; 0.776; 2.393